1.
The following is a DFT calculation (ωB97M-V with the def2-TZVPD basis set) of C20H32Cl5IrN5OPSSi as an isolated structure.

Its orbital gap is 7.775 eV. The relative energy (zero: lowest compared OMol25 entry of this formula, charge and spin) is 0.0 kcal per mole. The calculation puts the HOMO energy at -7.5 eV. For the strongest force on any atom, the calculation gives 0.016 Eh/bohr.

Each line ends with the Mulliken charge.
Geometry (Å):
1 Ir -1.461 -0.521 0.686  2.705
2 Cl -0.006 -0.078 3.252  -0.220
3 C 0.002 -1.775 2.829  1.486
4 C -0.764 -2.131 1.718  -2.308
5 C -0.891 -3.513 1.544  1.264
6 Cl -2.009 -4.115 0.368  -0.213
7 C -0.172 -4.442 2.297  -0.189
8 Cl -0.302 -6.128 1.970  -0.194
9 C 0.672 -4.012 3.320  0.589
10 Cl 1.614 -5.138 4.218  -0.200
11 C 0.732 -2.655 3.614  -0.420
12 Cl 1.729 -2.080 4.898  -0.168
13 C -3.455 -1.862 -1.983  -1.177
14 Si -1.724 -1.354 -1.461  0.874
15 C -1.280 0.053 -2.658  -0.943
16 C -0.476 -2.715 -1.848  -0.972
17 H -3.428 -2.219 -3.017  0.357
18 H -4.119 -0.995 -1.945  0.303
19 H -3.892 -2.637 -1.359  0.283
20 H -1.034 -0.354 -3.643  0.501
21 H -0.417 0.621 -2.305  -0.274
22 H -2.117 0.741 -2.785  0.351
23 H -0.371 -2.803 -2.934  0.527
24 H -0.756 -3.692 -1.457  0.442
25 H 0.499 -2.452 -1.432  -0.006
26 C 2.743 -2.032 0.770  -0.634
27 N 3.039 -0.765 0.114  0.711
28 C 4.436 -0.570 -0.229  -1.174
29 P 1.940 0.449 -0.002  -0.480
30 O 0.569 -0.135 0.024  -1.763
31 N 2.235 1.590 1.149  0.507
32 C 3.166 1.418 2.252  -0.913
33 C 1.272 2.666 1.327  -0.886
34 N 2.271 1.214 -1.425  0.627
35 C 2.799 2.552 -1.593  -1.080
36 C 2.013 0.504 -2.671  -1.282
37 H 3.136 -2.063 1.792  0.235
38 H 3.203 -2.842 0.199  0.364
39 H 1.669 -2.196 0.797  -0.170
40 H 5.076 -0.633 0.657  0.413
41 H 4.583 0.405 -0.691  0.290
42 H 4.760 -1.341 -0.934  0.313
43 H 3.816 0.564 2.073  0.220
44 H 2.638 1.250 3.194  0.261
45 H 3.790 2.311 2.355  0.282
46 H 0.627 2.745 0.452  0.062
47 H 1.793 3.619 1.455  0.358
48 H 0.636 2.496 2.200  0.267
49 H 3.179 2.935 -0.650  0.354
50 H 2.039 3.242 -1.976  0.220
51 H 3.623 2.534 -2.312  0.350
52 H 1.561 -0.465 -2.470  0.219
53 H 2.949 0.349 -3.218  0.376
54 H 1.328 1.067 -3.308  0.455
55 C -5.772 3.886 -0.122  -1.252
56 C -4.582 2.980 -0.069  0.976
57 C -3.347 3.356 -0.598  -1.165
58 C -2.314 2.445 -0.510  -0.046
59 N -2.491 1.262 0.060  -0.477
60 C -3.722 0.980 0.571  0.398
61 S -3.686 -0.591 1.290  -0.536
62 N -4.764 1.796 0.516  -0.649
63 H -5.552 4.813 -0.648  0.343
64 H -6.100 4.117 0.892  0.307
65 H -6.597 3.375 -0.618  0.315
66 H -3.205 4.318 -1.068  0.331
67 H -1.330 2.650 -0.914  0.558

---

2.
The following is a DFT calculation (ωB97M-V with the def2-TZVPD basis set) of the molecule C20H32ClN3O2S.

Its orbital gap is 9.296 eV. The relative energy (zero: lowest compared OMol25 entry of this formula, charge and spin) is 8.5 kcal per mole. As for the SMILES: CCCCCCNC(=O)[C@H](c1cc(C)cc(Cl)c1)N1CCC[S@@](=N)(=O)CC1. The calculation puts the HOMO energy at -8.8 eV. For the strongest force on any atom, the calculation gives 0.015 Eh/bohr.

Each line ends with the Mulliken charge.
Geometry (Å):
1 C 3.665 3.186 6.329  -1.289
2 C 2.398 2.347 6.188  -0.336
3 C 1.854 2.342 4.764  -0.589
4 C 0.587 1.502 4.619  -0.805
5 C 0.026 1.494 3.189  -0.477
6 C 0.190 0.144 2.506  -0.811
7 N -0.374 0.168 1.174  -0.067
8 C -0.017 -0.701 0.209  -0.538
9 O 0.826 -1.562 0.379  -0.683
10 C -0.780 -0.547 -1.111  0.572
11 C -1.962 -1.491 -1.075  -0.158
12 C -1.752 -2.865 -1.078  0.146
13 C -2.824 -3.749 -1.033  0.713
14 C -2.574 -5.235 -1.034  -1.439
15 C -4.120 -3.244 -0.983  -0.677
16 C -4.330 -1.874 -0.979  -0.194
17 Cl -5.943 -1.251 -0.920  -0.230
18 C -3.259 -0.995 -1.025  -0.865
19 N 0.059 -0.793 -2.263  0.154
20 C -0.715 -0.679 -3.486  -0.407
21 C 0.080 -0.615 -4.789  -1.149
22 C 0.347 0.803 -5.282  -0.795
23 S 1.549 1.786 -4.315  1.026
24 N 2.902 1.160 -4.617  -0.772
25 O 1.278 3.194 -4.540  -0.684
26 C 1.246 1.408 -2.558  -0.521
27 C 1.319 -0.084 -2.237  -1.443
28 H 4.033 3.173 7.356  0.376
29 H 4.463 2.807 5.687  0.323
30 H 3.482 4.227 6.056  0.324
31 H 2.606 1.321 6.504  0.327
32 H 1.633 2.729 6.870  0.300
33 H 1.647 3.370 4.450  0.291
34 H 2.623 1.961 4.083  0.281
35 H 0.779 0.481 4.962  0.378
36 H -0.170 1.901 5.299  0.381
37 H -1.039 1.744 3.218  0.362
38 H 0.502 2.271 2.585  0.374
39 H 1.246 -0.124 2.459  0.339
40 H -0.283 -0.644 3.102  0.237
41 H -1.131 0.810 1.001  0.363
42 H -1.170 0.486 -1.149  0.483
43 H -0.734 -3.236 -1.116  0.511
44 H -3.501 -5.803 -0.972  0.366
45 H -2.049 -5.530 -1.944  0.328
46 H -1.944 -5.512 -0.189  0.342
47 H -4.970 -3.913 -0.946  0.381
48 H -3.449 0.072 -1.028  0.469
49 H -1.443 -1.488 -3.531  0.524
50 H -1.322 0.248 -3.438  0.405
51 H 1.032 -1.143 -4.694  0.434
52 H -0.484 -1.142 -5.557  0.328
53 H 0.784 0.804 -6.279  0.479
54 H -0.571 1.396 -5.314  0.420
55 H 3.557 1.854 -4.966  0.254
56 H 2.072 1.938 -2.083  0.464
57 H 0.309 1.882 -2.252  0.319
58 H 1.797 -0.235 -1.271  0.544
59 H 2.013 -0.554 -2.937  0.613

---

3.
The following is a DFT calculation (ωB97M-V with the def2-TZVPD basis set) of C20H32GeMnO7 as an isolated structure.

Its orbital gap (alpha / beta) is 7.263 / 6.292 eV. As for the expectation value of S²: 8.828. Its net charge is +2. Its spin multiplicity is 6. The calculation puts the HOMO energy (alpha / beta) at -15.3 / -15.4 eV. For the strongest force on any atom, the calculation gives 0.002 Eh/bohr.

Each line ends with the Löwdin spin population.
Geometry (Å):
1 Mn 0.657 -0.268 -0.036  3.812
2 C -2.353 1.640 1.313  0.002
3 C -1.678 1.993 -0.002  0.008
4 C -1.632 3.495 -0.228  0.003
5 C -2.320 1.278 -1.174  0.001
6 O -0.276 1.534 0.048  0.073
7 Ge 0.873 1.891 1.543  0.018
8 O 2.125 0.831 0.218  -0.024
9 C 2.691 1.269 -1.069  0.001
10 C 1.933 0.482 -2.140  0.008
11 C 4.156 0.878 -1.029  -0.004
12 C 2.503 2.765 -1.228  0.002
13 O 0.525 -0.003 1.883  0.028
14 C 1.130 -0.857 2.926  0.007
15 C 1.866 -1.978 2.210  0.005
16 C -0.021 -1.379 3.763  0.002
17 C 2.088 -0.010 3.748  0.001
18 H -3.401 1.938 1.287  0.000
19 H -1.891 2.178 2.148  0.001
20 H -2.298 0.568 1.503  0.000
21 H -2.644 3.897 -0.267  0.001
22 H -1.134 3.734 -1.169  0.000
23 H -1.109 4.002 0.586  0.000
24 H -3.343 1.631 -1.304  0.000
25 H -2.362 0.202 -0.998  0.000
26 H -1.777 1.480 -2.099  0.000
27 H 1.993 -0.608 -1.957  0.002
28 H 2.392 0.608 -3.121  0.000
29 H 0.891 0.812 -2.243  0.003
30 H 4.271 -0.200 -0.903  0.000
31 H 4.659 1.381 -0.205  0.000
32 H 4.645 1.171 -1.959  -0.001
33 H 1.446 3.035 -1.243  0.000
34 H 2.949 3.098 -2.165  0.000
35 H 3.005 3.298 -0.419  0.000
36 H 1.172 -2.561 1.595  0.001
37 H 2.310 -2.665 2.929  0.001
38 H 2.675 -1.581 1.591  0.001
39 H -0.730 -1.928 3.144  0.000
40 H -0.550 -0.555 4.243  0.000
41 H 0.356 -2.042 4.543  0.000
42 H 2.900 0.385 3.132  0.000
43 H 2.536 -0.620 4.532  0.001
44 H 1.565 0.814 4.237  0.000
45 O -2.043 -1.785 0.816  0.046
46 C -1.427 -2.252 -0.109  0.020
47 O -0.326 -1.745 -0.619  0.020
48 C -1.909 -3.516 -0.789  0.125
49 C -3.116 -4.092 -0.269  0.117
50 C -3.680 -5.232 -0.782  0.001
51 C -2.993 -5.796 -1.850  0.155
52 O -3.289 -6.877 -2.539  0.159
53 C -2.283 -7.054 -3.543  0.013
54 O -1.363 -5.966 -3.372  0.176
55 C -1.792 -5.227 -2.370  0.178
56 C -1.226 -4.069 -1.844  0.011
57 H -3.578 -3.579 0.564  0.004
58 H -4.588 -5.668 -0.394  -0.002
59 H -2.740 -6.989 -4.529  0.013
60 H -1.764 -7.996 -3.375  0.013
61 H -0.319 -3.641 -2.242  -0.002

---

Among the records above, which one has the lowest strongest force on any atom? C20H32GeMnO7

---

Copy entry 2 word for word.
The following is a DFT calculation (ωB97M-V with the def2-TZVPD basis set) of the molecule C20H32ClN3O2S.

Its orbital gap is 9.296 eV. The relative energy (zero: lowest compared OMol25 entry of this formula, charge and spin) is 8.5 kcal per mole. As for the SMILES: CCCCCCNC(=O)[C@H](c1cc(C)cc(Cl)c1)N1CCC[S@@](=N)(=O)CC1. The calculation puts the HOMO energy at -8.8 eV. For the strongest force on any atom, the calculation gives 0.015 Eh/bohr.

Each line ends with the Mulliken charge.
Geometry (Å):
1 C 3.665 3.186 6.329  -1.289
2 C 2.398 2.347 6.188  -0.336
3 C 1.854 2.342 4.764  -0.589
4 C 0.587 1.502 4.619  -0.805
5 C 0.026 1.494 3.189  -0.477
6 C 0.190 0.144 2.506  -0.811
7 N -0.374 0.168 1.174  -0.067
8 C -0.017 -0.701 0.209  -0.538
9 O 0.826 -1.562 0.379  -0.683
10 C -0.780 -0.547 -1.111  0.572
11 C -1.962 -1.491 -1.075  -0.158
12 C -1.752 -2.865 -1.078  0.146
13 C -2.824 -3.749 -1.033  0.713
14 C -2.574 -5.235 -1.034  -1.439
15 C -4.120 -3.244 -0.983  -0.677
16 C -4.330 -1.874 -0.979  -0.194
17 Cl -5.943 -1.251 -0.920  -0.230
18 C -3.259 -0.995 -1.025  -0.865
19 N 0.059 -0.793 -2.263  0.154
20 C -0.715 -0.679 -3.486  -0.407
21 C 0.080 -0.615 -4.789  -1.149
22 C 0.347 0.803 -5.282  -0.795
23 S 1.549 1.786 -4.315  1.026
24 N 2.902 1.160 -4.617  -0.772
25 O 1.278 3.194 -4.540  -0.684
26 C 1.246 1.408 -2.558  -0.521
27 C 1.319 -0.084 -2.237  -1.443
28 H 4.033 3.173 7.356  0.376
29 H 4.463 2.807 5.687  0.323
30 H 3.482 4.227 6.056  0.324
31 H 2.606 1.321 6.504  0.327
32 H 1.633 2.729 6.870  0.300
33 H 1.647 3.370 4.450  0.291
34 H 2.623 1.961 4.083  0.281
35 H 0.779 0.481 4.962  0.378
36 H -0.170 1.901 5.299  0.381
37 H -1.039 1.744 3.218  0.362
38 H 0.502 2.271 2.585  0.374
39 H 1.246 -0.124 2.459  0.339
40 H -0.283 -0.644 3.102  0.237
41 H -1.131 0.810 1.001  0.363
42 H -1.170 0.486 -1.149  0.483
43 H -0.734 -3.236 -1.116  0.511
44 H -3.501 -5.803 -0.972  0.366
45 H -2.049 -5.530 -1.944  0.328
46 H -1.944 -5.512 -0.189  0.342
47 H -4.970 -3.913 -0.946  0.381
48 H -3.449 0.072 -1.028  0.469
49 H -1.443 -1.488 -3.531  0.524
50 H -1.322 0.248 -3.438  0.405
51 H 1.032 -1.143 -4.694  0.434
52 H -0.484 -1.142 -5.557  0.328
53 H 0.784 0.804 -6.279  0.479
54 H -0.571 1.396 -5.314  0.420
55 H 3.557 1.854 -4.966  0.254
56 H 2.072 1.938 -2.083  0.464
57 H 0.309 1.882 -2.252  0.319
58 H 1.797 -0.235 -1.271  0.544
59 H 2.013 -0.554 -2.937  0.613

---

Number 1 is which compound? C20H32Cl5IrN5OPSSi

---

Among the records above, which one has the lowest strongest force on any atom? C20H32GeMnO7